# 1
This record from the Open Molecules 2025 dataset describes C4H3I3 as an isolated structure in a non-equilibrium geometry. The level of theory is wB97M-V/def2-TZVPD.

Output
Energy relative to the best compared isomer or geometry (same formula, charge and spin) (kcal per mole): 113.4
HOMO level (eV): -8.6
Orbital gap (eV): 7.571

```
! wB97M-V def2-TZVPD RIJCOSX def2/J DEFGRID3
* xyz 0 1
C 2.273 0.214 0.125
C 2.262 0.091 -1.088
C -1.446 -0.855 0.278
C -1.955 -0.026 -0.575
I -0.925 0.146 2.166
I -2.185 2.202 -0.319
I -2.332 -0.764 -2.491
H 2.348 0.367 1.173
H -0.369 -1.379 2.876
H 2.328 0.004 -2.147
*
```

Mulliken population analysis, charges in e, atoms 1 to 4:
1 C -0.39
2 C -0.36
3 C -0.31
4 C -0.10

***

# 2
This record from the Open Molecules 2025 dataset describes the molecule C4H5NO2. The level of theory is wB97M-V/def2-TZVPD.

Output
Energy relative to the best compared isomer or geometry (same formula, charge and spin) (kcal per mole): 31.6
HOMO level (eV): -10.0
Orbital gap (eV): 10.710
SMILES: O=C[C@H]1CN=CO1

```
! wB97M-V def2-TZVPD RIJCOSX def2/J DEFGRID3
* xyz 0 1
O 2.233 0.462 0.740
C 1.553 -0.234 0.036
C 0.132 -0.695 0.398
C -0.664 0.530 0.853
N -1.030 1.133 -0.442
C -0.921 0.191 -1.287
O -0.464 -1.024 -0.866
H 1.843 -0.523 -1.000
H 0.098 -1.570 1.050
H -1.587 0.283 1.390
H -0.056 1.199 1.470
H -1.136 0.247 -2.343
*
```

Mulliken population analysis, charges in e, atoms 1 to 4:
1 O -0.46
2 C 0.02
3 C 0.14
4 C -0.55

***

# 3
This record from the Open Molecules 2025 dataset describes C26H65BaN4O9Zn as an isolated structure in a non-equilibrium geometry. The level of theory is wB97M-V/def2-TZVPD.

Output
Energy relative to the best compared isomer or geometry (same formula, charge and spin) (kcal per mole): 282.7
HOMO level (eV): -12.7
Orbital gap (eV): 0.999

```
! wB97M-V def2-TZVPD RIJCOSX def2/J DEFGRID3
* xyz 3 1
Ba -5.956 0.349 0.417
Zn -4.533 -5.971 -1.327
C 1.191 -2.598 -2.286
C -0.145 -1.915 -2.484
O -1.319 -2.584 -2.292
H 1.257 -3.419 -1.572
H 1.982 -1.935 -1.936
H 1.556 -2.965 -3.245
H -0.162 -1.332 -3.405
H -0.161 -1.174 -1.685
C 2.416 -10.016 -2.499
O 1.051 -9.540 -2.370
C 0.163 -10.516 -2.826
C -1.271 -9.861 -2.732
N -1.457 -9.066 -1.443
C -1.494 -9.934 -0.214
C -2.781 -10.847 -0.133
O -3.837 -9.904 -0.258
C -5.163 -10.425 0.005
H 3.070 -9.452 -1.834
H 2.871 -9.995 -3.489
H 2.525 -11.044 -2.155
H 0.393 -11.503 -2.425
H 0.308 -10.622 -3.901
H -2.019 -10.629 -2.924
H -1.350 -9.182 -3.581
H -0.467 -8.867 -1.405
H -1.347 -9.214 0.592
H -0.639 -10.555 0.055
H -2.831 -11.303 0.855
H -2.660 -11.698 -0.803
H -5.303 -11.438 -0.372
H -5.928 -9.916 -0.581
H -5.349 -10.345 1.076
C 4.125 7.610 -0.535
O 3.144 7.810 -1.549
C 2.014 7.036 -1.272
C 0.757 7.452 -2.088
N 0.726 8.818 -2.541
C 0.365 9.605 -1.423
C -0.312 10.862 -1.987
O -0.821 11.740 -1.004
C 0.086 12.790 -0.525
H 4.910 8.359 -0.634
H 4.594 6.674 -0.838
H 3.774 7.568 0.496
H 1.691 7.278 -0.260
H 2.234 5.974 -1.383
H -0.154 7.110 -1.599
H 0.890 6.984 -3.063
H 1.711 8.917 -2.741
H 1.241 9.861 -0.827
H -0.363 9.082 -0.801
H -1.221 10.531 -2.488
H 0.239 11.396 -2.762
H 0.837 12.423 0.175
H -0.412 13.562 0.062
H 0.587 13.373 -1.298
C 9.135 -2.641 4.154
O 9.571 -1.320 4.262
C 8.578 -0.420 4.857
C 9.240 0.760 5.642
N 8.214 1.438 6.457
C 8.070 0.706 7.756
C 9.140 1.039 8.819
O 9.283 2.383 9.233
C 10.556 2.859 9.515
H 8.605 -2.819 5.089
H 9.937 -3.360 3.989
H 8.549 -2.756 3.242
H 7.919 -0.939 5.553
H 7.851 -0.136 4.096
H 9.730 1.479 4.986
H 10.136 0.404 6.151
H 8.513 2.350 6.772
H 8.071 -0.381 7.671
H 7.088 1.025 8.107
H 10.003 0.497 8.430
H 8.889 0.386 9.655
H 11.040 2.230 10.263
H 10.444 3.876 9.891
H 11.045 2.804 8.543
C -10.399 -1.232 -1.494
O -9.606 -0.092 -1.844
C -10.098 0.632 -3.060
C -9.129 0.483 -4.314
N -7.747 0.785 -3.991
C -7.279 1.941 -4.711
C -7.797 3.232 -4.152
O -7.914 3.288 -2.704
C -8.413 4.582 -2.260
H -10.521 -1.924 -2.328
H -11.354 -1.010 -1.018
H -9.788 -1.921 -0.913
H -10.350 1.673 -2.857
H -11.082 0.346 -3.430
H -9.554 0.912 -5.221
H -9.168 -0.580 -4.554
H -7.224 0.008 -4.370
H -7.357 1.753 -5.782
H -6.198 2.000 -4.587
H -8.787 3.416 -4.569
H -7.307 4.137 -4.511
H -8.129 4.777 -1.226
H -9.501 4.514 -2.247
H -8.159 5.411 -2.921
*
```

Mulliken population analysis, charges in e, atoms 1 to 4:
1 Ba 1.92
2 Zn 0.22
3 C -0.97
4 C 0.00